DFT (the ωB97M-V functional and the def2-TZVPD basis) results for the ion C4H9NO with charge +1 at a distorted geometry.

Geometry (Å):
C 0.30486 1.45318 -0.00683
N -0.17542 0.27213 0.50899
C 0.55536 -0.98566 0.45159
C 0.04394 -1.93721 -0.75677
C -1.71658 0.16652 0.55622
O 1.35118 1.52312 -0.59255
H -0.54162 2.12432 -0.02702
H 1.65991 -1.03779 0.34370
H 0.28978 -1.50709 1.30918
H 0.73591 -1.81143 -1.66717
H -0.84604 -1.52924 -1.13658
H 0.08216 -3.06664 -0.66417
H -2.16165 1.11927 0.40603
H -2.08190 -0.27001 1.51191
H -1.84352 -0.29219 -0.36370

Atoms 1-2, force components in eV/Å:
-0.1356 0.4179 -1.2921
-0.8759 -2.1667 0.2552

The frontier orbital gap (alpha / beta) is 12.7 / 7.7 eV. The charge is +1. For the HOMO energy (alpha / beta), the calculation gives -0.6131 / -0.6064 Eh. The expectation value of S² is 0.7737. As for the multiplicity: 2.

=====

DFT (the ωB97M-V functional and the def2-TZVPD basis) results for a structure of composition C46H42AuFN4O5Te.

Geometry (Å):
Au 1.05480 1.60472 -3.09454
C 0.98813 -5.77634 -3.83034
C 1.15166 -4.28210 -3.72730
C 2.40363 -3.67753 -3.72110
C 2.54644 -2.30481 -3.65559
C 3.91459 -1.73094 -3.51557
O 4.19471 -0.90908 -2.67063
C 5.00015 -2.25004 -4.42614
C 6.32273 -2.15851 -4.00223
C 7.35252 -2.58923 -4.82174
C 7.06887 -3.09915 -6.08322
C 5.75432 -3.17519 -6.51938
C 4.72200 -2.75699 -5.69070
C 1.41711 -1.42302 -3.68064
O 1.64339 -0.19399 -3.96610
C 0.13019 -2.04687 -3.51875
C 0.05729 -3.44481 -3.60085
C -1.12089 -1.30831 -3.24789
N -1.16035 -0.04145 -3.12057
C -2.39427 0.62053 -2.74389
C -2.14246 1.42395 -1.47756
Te -3.92597 2.30265 -0.69694
C -4.73907 0.41918 -0.18884
C -4.23041 -0.30092 0.88863
C -4.71978 -1.56673 1.18037
C -5.73396 -2.11831 0.41059
C -6.24969 -1.40425 -0.66018
C -5.74973 -0.14473 -0.96285
C -2.37016 -2.13113 -3.04922
C -2.60420 -2.78814 -1.84545
C -3.77093 -3.51286 -1.65493
C -4.71493 -3.59364 -2.66978
C -4.48911 -2.93756 -3.87140
C -3.32322 -2.20717 -4.05771
H 1.95414 -6.26236 -3.97313
H 0.35277 -6.05349 -4.67464
H 0.53468 -6.20073 -2.93091
H 3.29467 -4.29853 -3.74933
H 6.51916 -1.73658 -3.02515
H 8.37895 -2.52132 -4.48343
H 7.87350 -3.43122 -6.72747
H 5.53116 -3.55834 -7.50705
H 3.69541 -2.80732 -6.03002
H -0.92065 -3.90930 -3.57456
H -3.22450 -0.06988 -2.55875
H -2.69465 1.28884 -3.55552
H -1.43147 2.23445 -1.63094
H -1.75816 0.77128 -0.69264
H -3.44097 0.12926 1.49312
H -4.30485 -2.12776 2.00865
H -6.11364 -3.10645 0.63832
H -7.02899 -1.83395 -1.27673
H -6.14073 0.39958 -1.81299
H -1.86001 -2.73322 -1.05936
H -3.94289 -4.01695 -0.71203
H -5.62314 -4.16529 -2.52473
H -5.22170 -2.99414 -4.66681
H -3.14499 -1.69114 -4.99376
F 1.35353 -0.71545 3.75585
C 1.18075 0.57731 3.37307
C 1.44053 0.92430 2.07230
C 1.21903 2.22470 1.64245
C 1.54523 2.57108 0.22647
O 2.22776 1.80122 -0.41972
C 1.03586 3.86714 -0.20617
C 0.59240 4.71880 0.74226
N 0.50720 4.46050 2.08945
C 0.04302 5.48567 2.98059
C 0.61734 6.85722 2.83200
C 0.99386 6.01802 4.01793
C 0.73509 3.17864 2.54541
C 0.51714 2.81544 3.87693
C 0.73064 1.51319 4.30258
N 0.50366 1.21401 5.68113
C 1.08989 0.03021 6.28917
C 0.92687 0.17265 7.81523
N 0.73241 1.63244 8.10402
C -0.62650 2.07358 7.62949
C -0.81861 1.47408 6.22590
C 0.92669 4.41831 -1.63760
O 0.88867 5.64469 -1.71873
O 0.75144 3.62772 -2.61814
H 1.81449 0.19504 1.36284
H 0.27160 5.70417 0.43295
H -1.00582 5.41052 3.25224
H -0.04866 7.69474 2.97829
H 1.36372 6.99727 2.06311
H 0.59192 6.28463 4.98681
H 1.98877 5.59372 4.02893
H 0.20417 3.56484 4.59182
H 2.14466 -0.01590 6.02394
H 0.62445 -0.90804 5.97565
H 1.79622 -0.18441 8.36129
H 0.04055 -0.33443 8.19147
H 1.41190 2.13967 7.52901
H 0.88133 1.85975 9.08477
H -0.62300 3.16191 7.62271
H -1.36056 1.71591 8.34884
H -1.35687 2.17541 5.59582
H -1.41926 0.55706 6.27997

Atoms 1-2, force components in eV/Å:
0.1367 0.2208 -0.0601
-0.0009 -0.0073 -0.0015

The frontier orbital gap is 4.1 eV. The charge is 0. For the HOMO energy, the calculation gives -0.2176 Eh.

=====

DFT (the ωB97M-V functional and the def2-TZVPD basis) results for a structure of composition C13H44AsF6O9 at a distorted geometry.

Geometry (Å):
As 0.84524 -0.48239 -1.31350
F -0.43895 -0.61465 -2.55819
F -0.38246 0.25583 -0.20873
F 2.10415 -0.40973 0.01399
F 2.02740 -1.15899 -2.39891
F 1.25480 1.18626 -1.90827
F 0.42450 -2.14808 -0.81038
C -3.96382 0.15647 -2.82100
O -4.79428 1.06391 -2.13138
H -4.47358 -0.68242 -3.29483
H -3.50906 0.67366 -3.66587
H -3.16605 -0.23640 -2.19067
H -5.37659 1.56675 -2.70554
C 4.64653 1.36094 -1.58164
O 4.81906 1.06515 -2.99076
H 4.51681 0.45130 -0.99527
H 5.49530 1.93889 -1.21606
H 3.75060 1.97621 -1.49879
H 5.41027 0.31219 -3.06243
C -3.10873 0.25047 1.26526
O -1.99749 1.04212 1.56558
H -3.30515 0.53357 0.23115
H -2.88762 -0.80365 1.43276
H -4.01019 0.43386 1.84993
H -1.35746 0.89398 0.86557
C 4.01475 -0.25140 3.39772
O 3.10613 -0.07070 4.48585
H 4.60219 0.65906 3.27911
H 4.69732 -0.99277 3.81315
H 3.57931 -0.72417 2.51739
H 3.58399 -0.00480 5.31585
C 1.25112 2.23974 2.20648
O 0.52780 2.42627 3.40815
H 2.22342 2.70073 2.38033
H 1.59438 1.23688 1.95243
H 0.74339 2.60137 1.31232
H -0.42352 2.43655 3.27973
C 1.95766 -4.02197 -2.79519
O 2.04899 -5.36398 -2.35461
H 2.67395 -3.53783 -2.13140
H 2.29747 -3.96184 -3.82912
H 0.96311 -3.60579 -2.63470
H 1.80584 -5.99517 -3.03584
C -2.37797 -3.34490 -1.63418
O -2.93140 -4.62999 -1.83798
H -2.45368 -2.76716 -2.55536
H -2.73213 -2.84536 -0.73245
H -1.30020 -3.47863 -1.54126
H -2.43565 -5.17397 -1.22161
C -0.38208 4.61128 -2.77874
C -1.88119 4.39456 -2.53816
C -2.16932 3.57529 -1.24002
O -2.47928 5.63632 -2.20179
H 0.03515 3.62859 -2.99856
H 0.12755 4.90198 -1.86012
H -0.18652 5.41261 -3.49129
H -2.37005 3.96826 -3.41418
H -3.21479 3.65184 -0.94130
H -1.52709 4.04898 -0.49755
H -1.83380 2.54380 -1.34744
H -2.78035 5.59479 -1.29117
C -0.75428 -2.73852 2.68281
C 0.13458 -1.72774 3.35309
C -0.12509 -1.59397 4.85317
O 1.42966 -2.21444 3.18139
H -1.78451 -2.43327 2.86597
H -0.69917 -3.79074 2.96190
H -0.52346 -2.75388 1.61764
H -0.02828 -0.79863 2.80689
H 0.75884 -1.15899 5.31960
H -0.31808 -2.52600 5.38437
H -0.90041 -0.84341 5.00689
H 1.93280 -1.54437 3.64987

Atoms 1-2, force components in eV/Å:
0.6218 0.3603 -1.2875
1.0734 0.2508 1.2461

The frontier orbital gap (alpha / beta) is 9.5 / 2.8 eV. The charge is 0. For the HOMO energy (alpha / beta), the calculation gives -0.3561 / -0.3561 Eh. The expectation value of S² is 0.7565. As for the multiplicity: 2.

=====

DFT (the ωB97M-V functional and the def2-TZVPD basis) results for a structure of composition C4H13NO3 at a distorted geometry.

Geometry (Å):
C -0.79024 0.05558 -0.57742
C -2.73774 -0.17935 -0.69867
C -3.17036 -1.34910 0.13566
O -0.74405 0.17809 0.80786
H -0.26544 0.96782 1.10570
H -0.86310 0.96083 -1.17511
H -0.69637 -0.96503 -0.93921
H -3.06651 0.78331 -0.31512
H -2.89410 -0.29518 -1.76840
H -4.25987 -1.47260 0.13030
H -2.73298 -2.28066 -0.22892
H -2.87730 -1.20877 1.17648
C 3.89296 0.70348 0.17781
N 2.48734 0.38284 0.35143
O 1.95237 1.20602 1.33545
O 1.19477 0.06406 -0.84819
H 1.51970 0.60582 1.96494
H 1.59714 -0.63878 -1.37287
H 4.32410 0.51430 1.17946
H 4.21010 0.16805 -0.71552
H 3.91959 1.79926 0.27434

Atoms 1-2, force components in eV/Å:
-7.3939 -0.7347 0.5423
2.8382 0.5217 -0.0024

The frontier orbital gap (alpha / beta) is 7.5 / 7.5 eV. The charge is 0. For the HOMO energy (alpha / beta), the calculation gives -0.2722 / -0.2721 Eh.

=====

DFT (the ωB97M-V functional and the def2-TZVPD basis) results for a cluster of 2 separate species, C8H9BO in total at a distorted geometry.

Geometry (Å):
B -1.60147 0.67872 0.04360
C 2.01716 -1.54053 0.81682
C 2.07256 -0.55202 -0.04783
C 0.69720 -1.93402 1.14439
C 0.85499 0.16481 -0.58131
C -0.48616 -1.31461 0.84520
C -0.42147 -0.07007 0.06977
C 0.57063 -0.32984 -3.32879
C -2.82226 1.53330 0.16231
O 1.57178 -0.26269 -3.89538
H 2.75414 -2.11580 1.25796
H 2.95990 -0.29099 -0.46707
H 0.64990 -2.84027 1.69352
H 1.17169 1.28038 -0.66574
H -1.53371 -1.59074 1.08741
H 0.80224 -0.25124 -1.67957
H -2.65807 2.60573 0.16895
H -3.10355 1.18766 1.19667
H -3.64017 1.23648 -0.41172

Atoms 1-2, force components in eV/Å:
1.2903 0.1975 -0.7706
-2.0197 1.0823 -0.7932

The frontier orbital gap is 7.1 eV. The charge is 0. For the HOMO energy, the calculation gives -0.2458 Eh.

=====

DFT (the ωB97M-V functional and the def2-TZVPD basis) results for an isolated molecule of C3H4N2O at a distorted geometry.

Geometry (Å):
C -0.63609 0.07751 0.07344
C 0.11598 1.12733 0.07122
C 1.35941 0.60894 0.02824
H -2.42393 0.81811 0.43410
H -0.09050 2.13454 -0.26866
H 2.34547 1.10155 -0.25936
H -0.12240 -2.04988 0.20022
N 1.44345 -0.67263 -0.01463
N 0.14497 -1.04296 -0.01719
O -1.98293 -0.10974 -0.11513

Atoms 1-2, force components in eV/Å:
-3.6106 -4.7714 -1.0080
0.1686 4.7227 -0.5643

Its SMILES is Oc1ccn[nH]1. The frontier orbital gap is 9.4 eV. The charge is 0. For the HOMO energy, the calculation gives -0.3305 Eh.

=====

DFT (the ωB97M-V functional and the def2-TZVPD basis) results for a structure of composition C11H24CeClIN2O2P at a distorted geometry.

Geometry (Å):
C 0.22016 -1.71746 -1.42304
I 0.32504 3.25077 -1.48329
H -0.73618 -2.28364 -1.43502
H 0.80621 -2.00791 -0.53676
H 0.78314 -1.99674 -2.31767
Ce -0.63098 0.39595 -0.87338
P -0.15991 0.39892 -3.81908
C 1.35110 0.91583 -4.70534
C -0.69737 -0.96923 -4.90834
H -2.25560 1.60106 -3.88991
H -1.43858 1.56407 -5.48665
H -0.89510 2.69482 -4.19418
C -1.29927 1.70229 -4.40851
H -1.63706 -1.38328 -4.52028
H -0.84879 -0.53627 -5.91141
H 1.07664 1.05061 -5.76597
H 2.12863 0.14583 -4.61172
H 0.05910 -1.76537 -4.93890
H 1.73420 1.85555 -4.28882
C 1.75853 0.44452 -1.61862
O 2.91046 0.52843 -1.70485
Cl -3.03345 -0.33523 -1.47953
C 2.44691 0.41045 2.58834
N 1.16851 0.04611 3.18831
C 1.28583 -0.73855 4.40520
C 0.03772 -0.71132 5.25068
C -1.21366 -0.77417 4.41460
N -1.13530 0.08771 3.25269
C -2.41704 0.41247 2.64313
C 0.00149 0.16498 2.53370
O -0.04531 0.38220 1.25589
H 2.32355 0.83096 1.58701
H 3.10243 -0.46749 2.53509
H 2.94049 1.16766 3.21957
H 1.48525 -1.78631 4.12766
H 2.16330 -0.38148 4.95562
H 0.02361 0.17585 5.89163
H 0.05499 -1.58924 5.90900
H -2.10305 -0.48899 4.97896
H -1.35650 -1.81424 4.07500
H -2.90284 -0.48095 2.22735
H -3.06836 0.83415 3.42606
H -2.31293 1.16667 1.85576

Atoms 1-2, force components in eV/Å:
-0.2221 -0.3686 0.0547
-0.3084 -0.8060 0.5018

The frontier orbital gap (alpha / beta) is 7.1 / 2.6 eV. The charge is +2. For the HOMO energy (alpha / beta), the calculation gives -0.5290 / -0.5284 Eh. The expectation value of S² is 0.7867. As for the multiplicity: 2.

=====

DFT (the ωB97M-V functional and the def2-TZVPD basis) results for a cluster of 2 separate species, C6H15NS in total.

Geometry (Å):
C -1.09300 3.81004 1.37462
C -1.35427 2.46766 1.97002
C -1.87672 1.44638 1.31179
C -2.12079 0.09226 1.89541
H -1.35023 3.84367 0.31646
H -1.65110 4.60810 1.86946
H -0.04102 4.08495 1.46050
H -1.08310 2.33037 3.01329
H -2.13404 1.60053 0.26726
H -1.65265 -0.00839 2.87166
H -3.18587 -0.11816 2.01641
H -1.71776 -0.69220 1.24986
C 1.26629 -0.70289 -0.47446
C 0.69514 -1.48416 -1.66194
S 1.59255 -3.07503 -1.76711
N 0.79933 0.68106 -0.49073
H 0.93763 -1.19963 0.44094
H 2.35879 -0.77279 -0.51271
H -0.35929 -1.68846 -1.51395
H 0.83088 -0.93131 -2.58644
H 1.07150 -3.50532 -2.92082
H 0.45318 0.95752 0.41845
H 1.55319 1.30149 -0.75171

Atoms 1-2, force components in eV/Å:
0.0695 0.3126 -0.1236
0.0687 0.0822 0.1509

Its SMILES is C/C=C/C.NCCS. The frontier orbital gap is 10.0 eV. The charge is 0. For the HOMO energy, the calculation gives -0.3294 Eh.

=====

DFT (the ωB97M-V functional and the def2-TZVPD basis) results for a structure of composition C27H35N5O3P2Pt at a distorted geometry.

Geometry (Å):
Pt -0.67718 2.14972 -1.35494
C -1.71030 2.36055 -3.09837
C -1.49262 0.95156 -2.92953
C -0.44326 0.21023 -3.70752
C 0.95830 0.86736 -3.57784
C 1.15146 1.58772 -2.26386
C 1.00677 3.00793 -2.17635
C 0.52329 3.79795 -3.35810
C -0.84226 3.28684 -3.93482
C 0.03635 2.59700 0.49106
H -2.77312 2.62740 -2.99128
H -2.38336 0.36850 -2.67350
H -0.73752 0.15264 -4.77064
H -0.38238 -0.85050 -3.40434
H 1.73793 0.09361 -3.68638
H 1.08219 1.58461 -4.40491
H 1.86931 1.13498 -1.58073
H 1.62589 3.53905 -1.45164
H 1.30322 3.84210 -4.12484
H 0.38083 4.82511 -2.99656
H -1.45556 4.18881 -4.04576
H -0.69845 2.85651 -4.93211
H -0.67444 3.39692 0.76581
H 1.05359 3.01596 0.46762
H -0.05593 1.75530 1.19443
P 1.57331 -1.36293 1.40280
P -1.59426 -0.67280 0.73810
N 2.94253 -0.55518 0.57133
N 2.72306 -2.45236 2.20589
N -3.15883 0.16198 -0.02929
N -2.56452 -1.68598 1.67676
C 0.83117 -1.94641 -0.23155
C -0.71966 -1.91112 -0.34998
C 3.38248 0.76372 0.70259
C 4.49056 0.95516 -0.11516
C 4.71834 -0.26561 -0.82256
C 3.74908 -1.16390 -0.39762
C 3.19013 -2.10574 3.50195
C 4.42048 -2.71493 3.70923
C 4.74721 -3.44134 2.51478
C 3.70321 -3.25921 1.62186
C -3.45029 1.47673 0.33656
C -4.73449 1.81156 -0.07878
C -5.23937 0.69264 -0.80618
C -4.24451 -0.28921 -0.77383
C -3.73141 -2.41217 1.40722
C -4.24159 -2.88904 2.60721
C -3.37313 -2.44083 3.65722
C -2.35513 -1.70286 3.08114
H 1.17192 -2.97823 -0.39265
H 1.25566 -1.33131 -1.03827
H -1.04444 -1.64337 -1.37112
H -1.06794 -2.93486 -0.14397
H 2.86257 1.43990 1.36104
H 5.06944 1.86316 -0.19488
H 5.48782 -0.47185 -1.55516
H 3.54871 -2.17198 -0.72234
H 2.57555 -1.48347 4.14583
H 5.02054 -2.64490 4.60584
H 5.65269 -4.00527 2.33226
H 3.56423 -3.66902 0.63239
H -2.72913 2.07945 0.86762
H -5.23457 2.74710 0.13589
H -6.21038 0.61297 -1.27608
H -4.24705 -1.26989 -1.22610
H -4.09418 -2.51810 0.39953
H -5.13991 -3.47271 2.72324
H -3.48767 -2.62526 4.71340
H -1.50198 -1.18064 3.47652
O 0.17184 -0.10359 4.02557
N -0.22933 -0.06812 5.24888
O 0.55249 0.31178 6.14662
O -1.41398 -0.41982 5.52143

Atoms 1-2, force components in eV/Å:
-1.2293 -1.7811 2.8992
-0.5456 -1.4281 -1.1790

The frontier orbital gap (alpha / beta) is 6.0 / 3.5 eV. The charge is 0. For the HOMO energy (alpha / beta), the calculation gives -0.2299 / -0.2872 Eh. The expectation value of S² is 2.0163. As for the multiplicity: 3.

=====

no.,E_tot (eV)
1,-7821.062
2,-78280.360
3,-109760.460
4,-11983.002
5,-11161.537
6,-8201.273
7,-61696.723
8,-18789.891
9,-63972.830